Record 1
91
Properties=species:S:1:pos:R:3:forces:R:3 method="wB97M-V/def2-TZVPD" homo_ev=-8.72
C -2.2982 -0.3828 4.0302 -0.1219 0.1936 0.0462
C -1.0796 0.3361 3.4458 -0.3089 0.0089 -0.2764
C 0.0313 -0.5499 2.8676 -0.0587 0.2803 0.2326
I -0.5093 -1.1980 0.8762 0.0518 0.0125 0.0628
P 0.3650 -2.0800 3.8504 -0.3265 -0.5596 0.0914
C 2.1997 -2.3662 3.7086 0.1943 0.1076 0.0205
C 2.9780 -1.4267 2.7764 0.0722 -0.0440 0.1526
C 3.3802 -0.1167 3.4835 0.2125 -0.1914 -0.2315
C 3.4167 1.1019 2.5528 0.1919 0.0452 -0.1324
O 2.4351 2.1058 2.8961 -0.2348 -0.2455 0.0553
C 2.5941 2.6863 4.0961 0.1304 0.1804 -0.1014
C 1.4146 3.5406 4.4583 -0.0378 -0.0469 -0.1323
O 3.5807 2.5341 4.7693 0.0173 -0.0513 0.1607
H -2.9457 -0.7727 3.2399 0.1631 -0.0966 0.0694
H -2.8959 0.3311 4.6065 0.0425 -0.0766 -0.0878
H -2.0391 -1.1991 4.7072 0.0069 0.0237 -0.0677
H -1.4414 0.9783 2.6349 0.1483 0.0934 0.1598
H -0.6412 1.0107 4.1907 0.1015 -0.2618 0.0550
H 0.9213 0.0581 2.7135 -0.1584 -0.0662 -0.0784
H 0.2780 -1.5242 5.1506 0.2351 0.3305 -0.0411
H 2.6118 -2.2916 4.7214 0.0003 -0.0691 -0.1095
H 2.3287 -3.4080 3.4037 -0.0776 0.1315 -0.0675
H 2.3975 -1.2101 1.8741 0.0408 -0.0871 0.0633
H 3.8744 -1.9536 2.4320 -0.0697 0.1239 0.0012
H 2.7067 0.0702 4.3250 -0.0125 0.0765 -0.1091
H 4.3761 -0.2471 3.9173 -0.1724 0.0365 0.1161
H 3.1528 0.8160 1.5317 -0.0077 0.0826 0.1097
H 4.4043 1.5693 2.5287 -0.1188 -0.0196 0.0858
H 1.6083 4.0553 5.3964 -0.0457 -0.0430 -0.0784
H 1.2213 4.2532 3.6538 0.0038 -0.0168 0.0962
H 0.5321 2.9002 4.5393 0.0666 0.1265 0.0616
F 1.8656 -3.2697 -1.9889 0.0072 0.0001 0.0104
C 1.1168 -2.9825 -3.0733 -0.0347 0.0126 -0.0485
C 0.0254 -2.1502 -2.9282 -0.0380 0.0167 0.0577
C -0.7396 -1.8575 -4.0475 0.0386 -0.0083 -0.0795
C -0.4073 -2.3964 -5.2835 -0.0054 0.0052 -0.0086
C 0.6949 -3.2323 -5.4008 -0.0305 0.0181 0.0230
C 1.4704 -3.5316 -4.2895 0.0460 -0.0333 -0.0208
H -0.2150 -1.7447 -1.9544 0.0419 -0.0056 -0.0737
H -1.5977 -1.2066 -3.9533 -0.0121 -0.0071 0.0270
H -1.0053 -2.1623 -6.1548 0.0078 0.0118 -0.0056
H 0.9553 -3.6553 -6.3620 0.0095 0.0008 -0.0032
H 2.3358 -4.1766 -4.3568 -0.0037 -0.0040 0.0188
F 9.5659 3.9781 3.8336 0.0028 0.0001 0.0007
C 8.4153 4.2669 3.1906 -0.0459 0.0079 -0.0254
C 7.2197 3.8686 3.7535 -0.0036 -0.0459 0.0630
C 6.0408 4.1708 3.0874 0.0033 0.0504 -0.0976
C 6.0745 4.8546 1.8787 -0.0030 -0.0051 0.0014
C 7.2917 5.2416 1.3346 -0.0241 -0.0231 0.0245
C 8.4782 4.9501 1.9925 0.0405 0.0246 -0.0327
H 7.2165 3.3328 4.6930 0.0064 0.0096 0.0038
H 5.0973 3.8664 3.5186 0.0380 -0.0075 0.0382
H 5.1524 5.0851 1.3615 0.0003 0.0038 -0.0022
H 7.3213 5.7726 0.3923 0.0053 0.0082 0.0009
H 9.4383 5.2443 1.5911 0.0066 -0.0144 0.0113
F -4.0264 -1.7309 -3.4256 -0.0448 0.0155 0.0699
C -4.7356 -1.4760 -4.5447 0.0134 -0.0067 -0.0830
C -5.8108 -0.6142 -4.4742 -0.0178 0.0408 0.0469
C -6.5228 -0.3540 -5.6370 0.0389 -0.0163 -0.0332
C -6.1552 -0.9525 -6.8349 -0.0117 0.0115 -0.0134
C -5.0696 -1.8181 -6.8751 -0.1242 -0.0078 0.0759
C -4.3493 -2.0873 -5.7209 0.0669 -0.0266 -0.0324
H -6.0778 -0.1619 -3.5289 0.0151 -0.0054 0.0045
H -7.3682 0.3206 -5.6046 -0.0083 -0.0032 0.0082
H -6.7153 -0.7456 -7.7375 -0.0058 -0.0121 0.0018
H -4.7870 -2.2880 -7.8053 0.0272 0.0013 -0.0071
H -3.4988 -2.7561 -5.7233 -0.0109 -0.0117 0.0278
F -3.2834 -0.9929 -9.2635 0.0439 -0.0110 -0.0566
C -3.0839 0.2775 -9.6780 0.0302 0.0637 -0.0082
C -3.8287 1.2874 -9.1041 -0.0538 0.0097 0.0599
C -3.6138 2.5892 -9.5340 0.0320 -0.0067 -0.0288
C -2.6734 2.8590 -10.5189 0.0004 0.0052 -0.0003
C -1.9392 1.8215 -11.0770 -0.0345 0.0222 0.0264
C -2.1393 0.5148 -10.6554 0.0330 -0.0375 -0.0385
H -4.5536 1.0523 -8.3361 0.0175 -0.0232 0.0049
H -4.1839 3.3961 -9.0932 -0.0099 -0.0006 0.0010
H -2.5120 3.8761 -10.8495 0.0011 0.0007 -0.0018
H -1.2060 2.0274 -11.8453 0.0098 -0.0032 0.0019
H -1.5766 -0.3096 -11.0717 -0.0147 -0.0103 0.0060
F -4.5477 -1.0378 7.7100 -0.0086 0.0086 -0.0055
C -3.5647 -1.9234 7.9712 0.0432 -0.0427 0.0041
C -3.9048 -3.1888 8.4049 -0.0530 -0.0278 0.0128
C -2.8867 -4.0944 8.6675 0.0336 0.0276 -0.0193
C -1.5584 -3.7280 8.4984 -0.0102 -0.0074 0.0000
C -1.2465 -2.4473 8.0642 0.0019 -0.0190 -0.0147
C -2.2533 -1.5317 7.7938 0.0399 0.0580 -0.0299
H -4.9462 -3.4516 8.5311 -0.0030 0.0130 -0.0113
H -3.1348 -5.0925 9.0031 -0.0086 -0.0011 0.0074
H -0.7696 -4.4392 8.7024 0.0023 0.0020 0.0041
H -0.2127 -2.1559 7.9314 0.0031 0.0019 -0.0018
H -2.0339 -0.5303 7.4483 -0.0152 0.0055 0.0131

=====

Record 2
90
Properties=species:S:1:pos:R:3:forces:R:3 method="wB97M-V/def2-TZVPD" total_charge=+4 homo_ev="-18.19 / -18.19"
Pb 0.3520 -0.0051 -0.4987 0.1434 -0.2797 0.2715
C -3.3544 1.8894 3.3671 0.0469 0.0096 0.0316
C -2.8689 0.4531 3.5224 -0.1457 -0.0317 -0.1049
C -3.3410 -0.1516 4.8777 0.0797 0.0277 0.0540
C -1.4076 0.2489 3.3977 0.0888 0.0136 0.0156
C -0.4710 1.3243 3.4600 -0.0716 -0.0552 0.1021
C 0.8688 1.0793 3.4379 0.0827 -0.0968 0.0458
C 1.3680 -0.2594 3.3648 -0.0637 0.0620 0.1657
C 2.8115 -0.5395 3.4961 0.0224 0.0003 -0.0133
C 0.4337 -1.3318 3.2252 0.0855 0.0361 0.0898
C -0.9018 -1.0868 3.2513 -0.0721 0.0835 -0.0086
H -4.4413 1.9003 3.3034 0.0023 0.0004 0.0055
H -2.9569 2.3708 2.4693 -0.0302 -0.0209 -0.0117
H -3.0841 2.4998 4.2303 0.0132 -0.0028 -0.0085
H -3.3313 -0.1758 2.7454 0.0211 -0.0234 0.0143
H -2.9136 0.4068 5.7105 -0.0080 0.0143 -0.0093
H -3.0674 -1.1998 4.9873 -0.0191 -0.0016 -0.0101
H -4.4256 -0.0715 4.9262 0.0012 0.0018 0.0002
H -0.8331 2.3355 3.5878 -0.0202 -0.0092 -0.0225
H 1.5756 1.8932 3.5455 0.0105 -0.0149 -0.0099
H 3.2406 -0.7441 2.5041 -0.0172 -0.0161 0.0083
H 2.9806 -1.4442 4.0835 0.0029 -0.0028 -0.0115
H 3.3582 0.2940 3.9317 0.0040 0.0035 -0.0192
H 0.8082 -2.3460 3.1700 0.0262 0.0122 -0.0588
H -1.6087 -1.9074 3.2085 -0.0146 0.0202 -0.0071
C -1.0848 -4.4325 -1.5492 -0.0312 -0.0062 0.0259
O -2.2520 -3.5621 -1.3156 0.1321 0.0003 -0.0057
C -1.7822 -2.3666 -1.0832 -0.2478 -0.0324 -0.0236
N -0.5139 -2.1850 -1.0701 0.2103 0.1236 -0.1766
C 0.1346 -3.4934 -1.3740 0.0236 0.0219 0.1479
C 1.0962 -3.9088 -0.2872 -0.0418 0.0004 -0.0116
C 0.6319 -4.1904 0.9963 -0.0205 -0.0019 0.0433
C 1.5044 -4.6499 1.9721 -0.0231 0.0139 -0.0073
C 2.8525 -4.8193 1.6754 0.0081 0.0027 0.0403
C 3.3220 -4.5314 0.4032 0.0024 0.0174 -0.0476
C 2.4439 -4.0793 -0.5758 0.0643 0.0071 0.0078
C -2.7430 -1.2481 -0.9131 0.0911 -0.0446 0.0269
C -4.1223 -1.3909 -0.8692 -0.0066 -0.0393 0.0131
C -4.8907 -0.2375 -0.7830 -0.0171 0.0348 0.0137
C -4.2696 1.0096 -0.7878 -0.0494 -0.0143 0.0129
C -2.8870 1.0446 -0.8614 0.0658 0.0201 0.0033
N -2.1467 -0.0617 -0.8903 0.0547 0.1204 -0.1617
C -2.1070 2.2872 -1.0787 0.0166 -0.1689 0.0807
N -0.8437 2.2906 -1.3210 -0.0530 0.2112 -0.5998
C -0.5195 3.6774 -1.7672 -0.1505 0.0602 0.2992
C -1.7944 4.4702 -1.3619 0.0277 0.0662 0.0233
O -2.7724 3.4224 -1.1145 -0.0076 0.0554 -0.0959
C -0.2892 3.7794 -3.2568 0.0157 -0.1086 -0.1101
C 0.9157 4.3451 -3.7499 -0.1289 -0.0080 0.1001
C 1.0874 4.5123 -5.0914 -0.1263 0.0187 -0.1512
C 0.0343 4.1401 -5.9924 0.0078 0.0136 0.1200
C -1.1576 3.5302 -5.5123 0.0863 0.1229 -0.0837
C -1.3224 3.3730 -4.1729 0.1254 -0.0366 0.1382
H -1.1855 -4.8432 -2.5489 -0.0221 0.0265 -0.0212
H -1.1246 -5.2321 -0.8157 -0.0176 0.0026 0.0178
H 0.6798 -3.3840 -2.3112 -0.0148 0.0062 -0.0187
H -0.4263 -4.0948 1.2275 0.0147 -0.0264 -0.0043
H 1.1319 -4.9161 2.9542 -0.0012 -0.0041 -0.0126
H 3.5285 -5.2031 2.4281 -0.0069 -0.0080 -0.0077
H 4.3649 -4.6939 0.1645 -0.0068 0.0074 -0.0041
H 2.8033 -3.8967 -1.5830 -0.0127 -0.0304 0.0066
H -4.5744 -2.3729 -0.9147 0.0051 0.0016 -0.0005
H -5.9703 -0.3060 -0.7438 0.0031 0.0042 0.0058
H -4.8447 1.9255 -0.7626 -0.0009 -0.0047 -0.0129
H 0.3555 4.0528 -1.2411 0.0202 -0.0337 0.0108
H -2.1912 5.1242 -2.1342 -0.0238 0.0025 0.0058
H -1.6630 5.0373 -0.4430 0.0308 -0.0292 0.0232
H 1.6804 4.6666 -3.0539 0.0001 -0.0337 0.0032
H 1.9942 4.9501 -5.4888 -0.0252 0.0171 -0.0202
H 0.1349 4.3633 -7.0488 0.0339 -0.0576 -0.0002
H -1.9311 3.2416 -6.2115 0.0090 0.0281 -0.0134
H -2.2502 2.9652 -3.7901 0.0317 -0.0280 0.0301
N 2.1091 -0.2531 -2.0811 -0.1909 0.1068 -0.1201
C 3.1259 -0.3443 -2.6530 -0.0229 -0.1519 -0.0651
N 4.2320 -0.4778 -3.2854 0.0002 0.0152 0.0425
C 4.7407 0.5624 -4.2204 0.0274 -0.0087 0.0085
C 6.1732 0.9151 -3.8608 0.0158 -0.0567 0.0398
C 7.0548 -0.3317 -3.8071 0.0606 0.0052 -0.0233
C 6.4869 -1.3918 -2.8641 0.0221 0.0195 -0.0098
C 5.0405 -1.7276 -3.1852 0.0166 -0.0235 -0.0281
H 4.0769 1.4242 -4.1637 -0.0211 -0.0087 0.0146
H 4.6829 0.1426 -5.2271 -0.0209 -0.0100 -0.0030
H 6.1889 1.4269 -2.8945 -0.0057 0.0123 -0.0056
H 6.5482 1.6151 -4.6081 0.0206 0.0122 0.0182
H 8.0534 -0.0521 -3.4748 0.0141 -0.0098 0.0011
H 7.1794 -0.7477 -4.8106 -0.0928 -0.0112 -0.0133
H 6.5672 -1.0568 -1.8268 -0.0357 0.0244 -0.0007
H 7.0604 -2.3156 -2.9488 0.0348 0.0148 0.0438
H 4.5910 -2.3606 -2.4215 -0.0158 0.0213 0.0055
H 4.9613 -2.2381 -4.1475 -0.0195 0.0287 -0.0229

=====

Record 3
99
Properties=species:S:1:pos:R:3:forces:R:3 method="wB97M-V/def2-TZVPD" homo_ev=-8.62
Bi 1.5496 -0.7562 -0.3112 -0.2041 0.1169 -0.5560
O 3.3766 3.7393 2.0070 0.2056 0.0232 0.0369
C 2.9254 2.9584 1.0108 -0.1349 0.0700 0.0690
O 1.7600 2.8040 0.7677 0.0093 -0.0756 0.1076
C 4.0407 2.3294 0.2340 0.1733 0.0481 -0.0014
C 5.3353 2.8238 0.2667 -0.0688 -0.0277 -0.0024
C 6.2823 2.2290 -0.5604 -0.0107 0.0370 -0.0048
C 5.8987 1.1888 -1.3835 -0.0281 0.0090 0.0310
C 4.5800 0.7397 -1.3130 0.1999 -0.0647 0.0478
N 3.6832 1.2897 -0.5148 -0.1480 0.0449 -0.0933
C 4.1523 -0.4389 -2.1663 -0.0766 -0.1627 -0.2211
O 4.7502 -0.6267 -3.2065 0.0976 -0.0540 0.0939
O 3.2160 -1.2078 -1.7013 -0.1748 0.1976 -0.0029
H 2.6154 4.1175 2.4691 -0.1263 -0.0472 -0.0428
H 5.5832 3.6547 0.9102 0.0110 -0.0040 0.0058
H 7.3024 2.5903 -0.5657 -0.0039 -0.0019 -0.0092
H 6.5782 0.7047 -2.0702 -0.0065 0.0171 -0.0143
N -1.4958 -2.9583 2.3081 -0.1400 0.0446 0.0644
C -0.5254 -2.4665 1.5204 -0.0458 -0.0514 0.1426
O -0.2424 -1.2650 1.5487 0.0018 -0.1868 -0.1937
C 0.2384 -3.4641 0.6782 0.1362 0.1305 -0.1211
C 0.8271 -2.8669 -0.5955 -0.0296 -0.1202 0.0713
H -2.0182 -2.3226 2.8884 0.0229 0.0221 -0.0145
H -1.7869 -3.9179 2.2668 0.0510 -0.0153 -0.0677
H -0.3974 -4.3279 0.4669 0.0146 -0.0384 0.0440
H 1.0520 -3.8116 1.3263 -0.0550 -0.0717 0.0364
H 0.0908 -2.8098 -1.3968 -0.0324 0.0780 0.0235
H 1.6669 -3.4649 -0.9458 0.0113 0.0305 -0.0418
Cl -2.9375 4.4378 5.5789 -0.0388 -0.0896 -0.0744
C -2.5237 3.0736 4.5037 -0.3332 0.3196 0.1861
Cl -3.3704 1.6171 5.0562 0.0220 -0.0177 -0.0660
Cl -2.9582 3.4720 2.8458 0.1489 -0.0704 0.0684
C -1.0912 2.8560 4.6379 0.2676 -0.0309 -0.0046
N 0.0326 2.7158 4.8136 0.0597 -0.0335 -0.1185
O -1.1569 0.4854 -3.4164 0.0308 -0.1422 0.0712
C -0.3915 0.5521 -2.4676 -0.5436 0.3243 -0.3762
O 0.3825 -0.4455 -2.1403 0.2825 -0.0039 0.5092
C -0.4168 1.8331 -1.6444 -0.2448 -0.2348 0.3595
C -1.5825 1.8234 -0.6106 0.1313 -0.3481 -0.5315
Ge -3.3394 1.3370 -1.4258 -0.1509 0.3004 0.5542
C -3.6053 -0.5720 -1.7866 0.1983 0.2605 -0.1281
C -4.4353 -1.0144 -2.8118 -0.0186 -0.0280 -0.0197
C -4.6357 -2.3705 -3.0296 -0.0158 -0.0211 -0.0003
C -4.0227 -3.3061 -2.2090 -0.0141 0.0072 0.0110
C -3.2105 -2.8761 -1.1698 0.0117 -0.0574 -0.0005
C -3.0030 -1.5201 -0.9637 0.1378 0.0425 0.0072
C -4.7327 1.6544 -0.0252 0.0854 0.1676 -0.0575
C -5.8675 2.4181 -0.3119 0.0683 -0.0891 -0.0834
C -6.8577 2.6419 0.6348 -0.0223 0.0223 -0.0314
C -6.7479 2.0793 1.8955 -0.0375 -0.0082 0.0306
C -5.6506 1.2859 2.1925 0.0596 -0.0299 0.0433
C -4.6483 1.0909 1.2517 0.0413 -0.0361 -0.1999
C -3.7555 2.6192 -2.8510 0.0240 -0.2387 0.0508
C -3.9616 3.9533 -2.4968 0.0697 -0.0424 0.0023
C -4.3106 4.9001 -3.4487 0.0225 0.0325 -0.0279
C -4.4623 4.5226 -4.7759 0.0030 -0.0136 0.0207
C -4.2355 3.2052 -5.1468 -0.0076 0.0100 -0.0150
C -3.8762 2.2631 -4.1918 0.0462 -0.0549 -0.0029
H -0.6317 2.6197 -2.3663 0.1433 0.1031 0.0273
H 0.5422 2.0317 -1.1578 -0.0995 0.0290 0.0301
H -1.6709 2.8308 -0.2000 -0.1440 -0.0154 0.0542
H -1.3891 1.1566 0.2361 0.1117 -0.0207 -0.0280
H -4.9323 -0.2982 -3.4551 0.0052 -0.0148 -0.0106
H -5.2645 -2.6990 -3.8478 -0.0224 0.0096 0.0226
H -4.1794 -4.3641 -2.3774 0.0139 0.0042 -0.0100
H -2.7272 -3.6054 -0.5284 -0.0092 0.0170 0.0088
H -2.3438 -1.1994 -0.1613 -0.0230 0.0021 -0.0132
H -5.9853 2.8370 -1.3031 -0.0223 0.0759 0.0063
H -7.7171 3.2523 0.3846 0.0093 -0.0096 -0.0097
H -7.5122 2.2579 2.6418 -0.0060 -0.0444 -0.0096
H -5.5710 0.8315 3.1710 0.0317 -0.0144 0.0324
H -3.7818 0.4922 1.5211 -0.0325 -0.0235 -0.0016
H -3.8502 4.2584 -1.4613 -0.0451 0.0194 0.0060
H -4.4656 5.9316 -3.1571 -0.0046 -0.0076 0.0106
H -4.7503 5.2549 -5.5196 0.0172 0.0037 -0.0011
H -4.3351 2.9115 -6.1843 0.0163 -0.0093 0.0047
H -3.6600 1.2464 -4.4959 0.0058 0.0217 -0.0243
C 3.6960 -5.3031 1.1627 0.0382 0.1286 0.0562
C 3.7917 -4.1305 2.1392 -0.2492 0.0163 -0.3366
As 3.8062 -2.3535 1.2399 0.8014 -0.3749 0.9243
C 5.7347 -2.3030 0.7823 -0.1665 -0.0311 -0.3818
C 6.0899 -2.9239 -0.5703 -0.0766 0.0256 0.1432
C 3.9218 -1.2797 2.8936 -0.0477 0.0854 0.0675
C 5.0519 -1.5773 3.8742 -0.0606 0.0188 -0.1192
H 3.5765 -6.2459 1.6988 -0.0098 -0.0121 -0.0233
H 4.6025 -5.3772 0.5626 -0.0371 -0.0487 -0.0342
H 2.8542 -5.1903 0.4769 -0.0007 -0.0346 -0.0027
H 4.6902 -4.2276 2.7478 0.0152 0.1078 0.0269
H 2.9330 -4.1287 2.8161 0.0188 0.0332 0.0277
H 6.2703 -2.8208 1.5783 -0.0475 0.0644 0.0996
H 6.0329 -1.2517 0.8042 -0.0178 0.0155 0.0370
H 5.8178 -3.9791 -0.6019 0.0322 -0.0022 -0.0357
H 7.1646 -2.8531 -0.7474 -0.0069 -0.0113 -0.0113
H 5.5777 -2.4313 -1.3922 -0.0242 0.0091 -0.0769
H 2.9597 -1.3996 3.3969 -0.0784 0.0465 -0.0492
H 3.9759 -0.2357 2.5762 -0.0463 0.0371 -0.0426
H 4.9957 -2.5965 4.2561 0.0383 -0.0006 0.0139
H 4.9862 -0.8999 4.7273 0.0311 -0.0245 0.0203
H 6.0293 -1.4349 3.4134 0.0161 -0.0180 0.0383